DFT (ωB97M-V/def2-TZVPD) results for C60H65F2N9O21S2 as an isolated structure at a distorted geometry.

For the HOMO energy, the calculation gives -0.3194 hartree. The calculation puts the HOMO-LUMO gap at 7.60 eV. Its total energy is -146761.006 eV.

Each line ends with the Löwdin charge.
Geometry (Å):
C -0.913 -8.789 -0.756  -0.12
O -0.745 -8.356 -2.117  -0.22
C -0.236 -7.004 -2.150  -0.20
C -1.450 -6.008 -1.949  -0.16
C -1.405 -4.836 -3.031  -0.17
C -0.970 -3.440 -2.359  -0.18
C -1.905 -2.282 -2.866  -0.21
C -2.652 -1.413 -1.783  -0.21
C -2.815 -2.007 -0.347  -0.21
C -3.793 -3.218 -0.139  -0.17
C -4.500 -3.846 -1.386  -0.16
C -6.105 -3.829 -1.278  -0.14
C -6.729 -5.294 -1.287  -0.21
N -7.323 -5.623 -2.625  -0.30
S -8.927 -6.228 -2.517  0.75
O -9.074 -7.382 -1.602  -0.25
O -9.305 -6.626 -3.899  -0.29
F -9.964 -5.028 -2.074  -0.16
S -6.338 -6.684 -3.549  0.75
O -6.616 -8.119 -3.287  -0.25
O -4.895 -6.426 -3.373  -0.25
F -6.688 -6.340 -5.123  -0.16
H -0.942 -7.952 0.002  0.04
H -0.098 -9.504 -0.449  0.09
H -1.904 -9.318 -0.672  0.10
H 0.299 -6.883 -3.127  0.12
H 0.519 -6.908 -1.314  0.12
H -2.411 -6.574 -2.081  0.11
H -1.433 -5.550 -0.931  0.08
H -2.421 -4.789 -3.500  0.08
H -0.684 -5.058 -3.871  0.10
H 0.064 -3.243 -2.775  0.10
H -0.845 -3.537 -1.254  0.09
H -1.278 -1.577 -3.492  0.10
H -2.681 -2.677 -3.587  0.09
H -3.666 -1.128 -2.195  0.11
H -2.100 -0.429 -1.684  0.10
H -1.814 -2.293 0.101  0.09
H -3.177 -1.153 0.324  0.09
H -3.231 -4.041 0.398  0.08
H -4.592 -2.903 0.595  0.09
H -4.255 -3.434 -2.391  0.09
H -4.235 -4.945 -1.419  0.09
H -6.501 -3.331 -2.211  0.12
H -6.468 -3.260 -0.388  0.10
H -6.034 -6.080 -0.891  0.14
H -7.597 -5.262 -0.561  0.12
C -6.872 3.966 1.058  -0.08
C -7.291 3.370 -0.128  -0.07
C -6.902 2.072 -0.427  0.00
C -6.096 1.380 0.471  -0.13
C -5.666 1.969 1.654  0.01
C -6.059 3.272 1.946  -0.06
N -5.704 0.004 0.170  -0.32
O -6.079 -0.478 -0.883  0.08
O -5.025 -0.588 0.989  0.05
H -7.183 4.979 1.291  0.11
H -7.923 3.917 -0.816  0.11
H -7.232 1.617 -1.352  0.12
H -5.039 1.436 2.348  0.10
H -5.738 3.744 2.859  0.09
C -2.476 4.704 7.784  -0.07
C -3.637 3.967 7.993  -0.06
C -4.261 3.336 6.926  0.00
C -3.710 3.446 5.654  -0.13
C -2.554 4.187 5.434  0.01
C -1.938 4.817 6.507  -0.06
N -4.350 2.763 4.531  -0.33
O -5.372 2.140 4.752  0.09
O -3.823 2.854 3.435  0.04
H -1.988 5.192 8.621  0.11
H -4.054 3.883 8.989  0.11
H -5.165 2.765 7.098  0.12
H -2.126 4.278 4.443  0.09
H -1.035 5.395 6.348  0.11
C 2.347 3.090 0.759  -0.06
C 1.403 2.694 -0.183  -0.05
C 0.069 3.044 -0.020  0.01
C -0.306 3.795 1.089  -0.14
C 0.629 4.188 2.039  0.00
C 1.960 3.832 1.870  -0.06
N -1.706 4.186 1.251  -0.33
O -2.500 3.810 0.413  0.09
O -1.999 4.869 2.216  0.04
H 3.387 2.820 0.625  0.07
H 1.709 2.115 -1.046  0.11
H -0.658 2.732 -0.758  0.12
H 0.339 4.769 2.905  0.12
H 2.698 4.136 2.602  0.11
C 0.046 -4.333 4.684  -0.07
C -0.635 -3.910 3.548  -0.06
C -1.135 -4.844 2.650  0.01
C -0.950 -6.198 2.904  -0.13
C -0.265 -6.629 4.033  0.00
C 0.235 -5.689 4.924  -0.07
N -1.497 -7.184 1.973  -0.34
O -2.077 -6.768 0.982  0.03
O -1.347 -8.360 2.238  0.10
H 0.431 -3.601 5.386  0.11
H -0.779 -2.852 3.364  0.11
H -1.664 -4.504 1.768  0.09
H -0.115 -7.683 4.230  0.12
H 0.769 -6.013 5.809  0.11
C 8.794 3.281 2.411  -0.06
C 7.410 3.384 2.515  -0.06
C 6.612 3.169 1.400  0.00
C 7.211 2.847 0.187  -0.14
C 8.592 2.749 0.073  0.01
C 9.384 2.968 1.192  -0.05
N 6.377 2.594 -0.987  -0.34
O 5.169 2.701 -0.865  0.06
O 6.935 2.285 -2.021  0.06
H 9.414 3.444 3.285  0.11
H 6.955 3.629 3.467  0.11
H 5.537 3.251 1.491  0.10
H 9.062 2.503 -0.871  0.09
H 10.462 2.891 1.114  0.11
C 10.413 4.227 -6.686  -0.07
C 9.912 3.044 -6.155  -0.06
C 10.243 2.668 -4.860  0.00
C 11.073 3.489 -4.105  -0.15
C 11.585 4.670 -4.631  0.00
C 11.251 5.037 -5.928  -0.06
N 11.405 3.110 -2.733  -0.35
O 10.955 2.060 -2.309  0.05
O 12.105 3.864 -2.088  0.08
H 10.148 4.520 -7.696  0.11
H 9.260 2.416 -6.750  0.11
H 9.847 1.746 -4.455  0.12
H 12.236 5.309 -4.047  0.12
H 11.641 5.956 -6.347  0.11
C 7.843 -0.665 -1.776  -0.07
C 6.574 -0.963 -1.290  -0.06
C 6.232 -2.276 -0.996  0.00
C 7.171 -3.283 -1.189  -0.15
C 8.439 -2.996 -1.681  0.00
C 8.772 -1.680 -1.975  -0.06
N 6.823 -4.664 -0.856  -0.36
O 5.699 -4.882 -0.446  0.08
O 7.678 -5.516 -1.005  0.08
H 8.108 0.361 -1.999  0.08
H 5.852 -0.169 -1.139  0.10
H 5.242 -2.497 -0.619  0.12
H 9.170 -3.779 -1.836  0.12
H 9.759 -1.444 -2.356  0.11
C -5.079 7.046 -0.796  -0.06
C -4.577 6.668 0.444  -0.06
C -3.761 7.537 1.158  0.00
C -3.460 8.783 0.620  -0.14
C -3.953 9.166 -0.623  0.00
C -4.765 8.291 -1.331  -0.07
N -2.621 9.711 1.379  -0.36
O -2.191 9.337 2.454  0.07
O -2.403 10.805 0.895  0.08
H -5.720 6.367 -1.348  0.11
H -4.823 5.696 0.854  0.08
H -3.374 7.233 2.122  0.11
H -3.716 10.134 -1.046  0.12
H -5.156 8.579 -2.299  0.11


DFT (ωB97M-V/def2-TZVPD) results for C43H54BN6O2PPd as an isolated structure at a distorted geometry.

For the HOMO energy, the calculation gives -0.0183 hartree. The calculation puts the HOMO-LUMO gap at 4.76 eV. Its total energy is -71953.127 eV. The total charge is -2.

Each line ends with the Löwdin charge.
Geometry (Å):
Pd -0.657 0.236 -0.276  0.25
C 4.491 3.033 1.899  -0.04
C 3.811 2.101 0.945  -0.28
C 4.407 1.301 -0.012  0.01
C 3.326 0.637 -0.646  -0.27
N 2.192 0.996 -0.106  0.13
N 2.471 1.879 0.873  0.03
B 1.331 2.673 1.569  -0.50
N 0.389 3.364 0.561  0.03
N -0.338 2.693 -0.368  0.11
C -0.915 3.605 -1.136  -0.24
C -0.555 4.901 -0.699  0.00
C 0.277 4.698 0.374  -0.29
C 0.957 5.718 1.232  -0.05
C -1.847 3.276 -2.291  -0.54
C -1.645 1.841 -2.766  -0.07
C -1.572 4.250 -3.441  -0.07
C -3.298 3.433 -1.814  -0.05
N 0.555 1.813 2.605  0.03
N -0.448 0.956 2.276  0.13
C -0.898 0.448 3.405  -0.27
C -0.192 0.987 4.504  0.00
C 0.722 1.852 3.949  -0.29
C 1.720 2.702 4.667  -0.04
C -2.073 -0.501 3.512  -0.53
C -1.770 -1.543 4.597  -0.06
C -3.304 0.323 3.929  -0.05
C -2.391 -1.231 2.206  -0.06
C 3.352 -0.396 -1.749  -0.52
C 4.527 -0.112 -2.691  -0.07
C 2.036 -0.367 -2.540  -0.06
C 3.534 -1.788 -1.120  -0.04
H 5.570 2.949 1.760  0.07
H 4.263 2.798 2.937  0.05
H 4.205 4.074 1.734  0.07
H 5.464 1.222 -0.217  0.09
H 1.871 3.544 2.194  0.10
H -0.861 5.854 -1.102  0.09
H 0.645 6.713 0.914  0.07
H 2.044 5.658 1.156  0.07
H 0.699 5.596 2.286  0.07
H -0.758 1.748 -3.401  0.08
H -2.524 1.468 -3.298  0.08
H -1.510 1.226 -1.875  0.00
H -0.522 4.205 -3.740  0.08
H -1.805 5.284 -3.166  0.06
H -2.190 3.980 -4.302  0.08
H -3.545 2.638 -1.105  0.07
H -3.983 3.341 -2.662  0.08
H -3.451 4.408 -1.338  0.07
H -0.322 0.779 5.554  0.09
H 1.591 2.559 5.741  0.07
H 1.592 3.763 4.441  0.07
H 2.746 2.439 4.411  0.06
H -1.676 -1.091 5.588  0.07
H -0.842 -2.072 4.369  0.08
H -2.584 -2.274 4.635  0.08
H -3.082 0.961 4.788  0.07
H -4.130 -0.346 4.193  0.07
H -3.627 0.956 3.099  0.09
H -1.713 -2.078 2.056  0.07
H -2.325 -0.582 1.331  0.04
H -3.413 -1.622 2.239  0.09
H 4.509 0.927 -3.028  0.08
H 4.460 -0.762 -3.569  0.08
H 5.490 -0.298 -2.205  0.07
H 2.012 0.494 -3.214  0.09
H 1.172 -0.282 -1.874  0.01
H 1.931 -1.278 -3.137  0.06
H 4.453 -1.828 -0.530  0.08
H 3.579 -2.560 -1.898  0.07
H 2.695 -2.016 -0.455  0.06
O -4.215 -0.586 -2.680  -0.05
C -3.758 -0.651 -1.515  -0.72
O -3.551 0.262 -0.696  -0.05
C -3.615 -2.106 -1.028  -0.14
C -4.829 -2.803 -0.945  -0.04
C -4.887 -4.144 -0.618  -0.11
C -3.700 -4.849 -0.429  -0.11
C -2.497 -4.177 -0.545  -0.10
C -2.426 -2.802 -0.794  -0.28
P -0.775 -1.956 -0.956  1.04
C -0.264 -2.785 -2.532  -0.33
C 0.931 -3.464 -2.741  -0.13
C 1.277 -3.934 -4.007  -0.11
C 0.438 -3.720 -5.088  -0.12
C -0.755 -3.027 -4.894  -0.09
C -1.098 -2.562 -3.637  -0.07
C 0.351 -2.802 0.288  -0.33
C 0.687 -4.152 0.427  -0.12
C 1.541 -4.581 1.437  -0.10
C 2.089 -3.665 2.330  -0.11
C 1.795 -2.316 2.189  -0.08
C 0.947 -1.901 1.170  -0.15
H -5.737 -2.252 -1.155  0.11
H -5.845 -4.650 -0.547  0.08
H -3.711 -5.911 -0.209  0.08
H -1.586 -4.751 -0.447  0.07
H 1.616 -3.622 -1.914  0.08
H 2.212 -4.468 -4.141  0.09
H 0.710 -4.080 -6.073  0.08
H -1.419 -2.842 -5.731  0.09
H -2.029 -2.015 -3.499  0.10
H 0.307 -4.896 -0.263  0.09
H 1.780 -5.635 1.523  0.09
H 2.756 -4.003 3.116  0.09
H 2.224 -1.579 2.857  0.10
H 0.709 -0.850 0.992  0.03


DFT (ωB97M-V/def2-TZVPD) results for C41H50FGeN7O4S2Ta as an isolated structure at a distorted geometry.

For the HOMO energy (spin up / spin down), the calculation gives -0.6166 / -0.6166 hartree. As for the spin multiplicity: 2. The expectation value of S² is 0.78. The calculation puts the HOMO-LUMO gap (spin up / spin down) at 5.88 / 3.88 eV. Its total energy is -144370.691 eV. The total charge is +4.

Each line ends with the Löwdin charge.
Geometry (Å):
Ta 1.407 -0.002 -0.690  1.45
C -3.142 -5.596 1.882  -0.03
C -1.656 -5.908 1.893  -0.27
C -1.226 -6.546 3.203  -0.13
C 0.231 -6.971 3.129  -0.10
C 1.102 -5.831 2.676  -0.10
C 2.447 -5.828 2.966  0.11
C 3.263 -4.758 2.585  -0.23
F 4.544 -4.790 2.899  0.14
C 2.766 -3.682 1.907  0.09
C 1.398 -3.657 1.592  -0.05
C 0.848 -2.559 0.875  -0.21
O 1.676 -1.588 0.487  -0.29
C -0.518 -2.547 0.633  -0.02
C -1.294 -3.638 1.038  0.07
N -0.793 -4.694 1.635  0.08
C 0.563 -4.736 1.970  -0.03
C -1.219 -1.415 -0.006  -0.46
O -2.401 -1.249 0.021  0.16
O -0.390 -0.526 -0.627  -0.24
H -3.670 -6.502 2.171  0.11
H -3.518 -5.314 0.899  0.09
H -3.393 -4.819 2.608  0.10
H -1.433 -6.602 1.078  0.17
H -1.857 -7.413 3.391  0.14
H -1.379 -5.840 4.025  0.14
H 0.337 -7.805 2.429  0.15
H 0.576 -7.334 4.096  0.14
H 2.889 -6.655 3.509  0.16
H 3.417 -2.867 1.626  0.13
H -2.352 -3.627 0.821  0.14
C 3.164 1.074 2.194  -0.21
Ge 1.407 1.592 1.494  0.86
C 1.424 3.473 0.987  -0.42
C 2.064 4.348 1.868  -0.09
C 2.244 5.682 1.522  -0.04
C 1.800 6.146 0.292  -0.04
C 1.133 5.291 -0.577  -0.06
C 0.932 3.963 -0.224  -0.23
C 0.067 1.189 2.917  -0.17
C 0.413 0.105 3.756  -0.06
C -0.304 -0.203 4.894  0.01
C -1.435 0.553 5.228  0.08
C -1.832 1.628 4.422  -0.15
C -2.946 2.406 4.785  0.08
C -3.332 3.509 4.015  0.01
C -2.595 3.852 2.900  -0.01
C -1.472 3.099 2.526  0.03
C -1.075 1.967 3.257  -0.17
H 3.291 1.460 3.207  0.05
H 3.941 1.509 1.566  0.04
H 3.296 -0.007 2.224  0.01
H 2.421 3.992 2.829  0.11
H 2.741 6.353 2.211  0.12
H 1.967 7.178 0.013  0.12
H 0.778 5.660 -1.531  0.12
H 0.386 3.306 -0.899  0.05
H 1.293 -0.486 3.528  0.10
H 0.015 -1.013 5.537  0.13
H -2.004 0.323 6.121  0.14
H -3.496 2.147 5.682  0.14
H -4.184 4.108 4.311  0.13
H -2.868 4.728 2.327  0.13
H -0.861 3.426 1.695  0.09
C 1.964 0.894 -4.286  -0.22
N 0.809 0.437 -3.423  -0.13
C 0.300 -0.838 -4.038  -0.18
N -0.072 -0.652 -5.411  -0.08
C 1.084 -0.213 -6.199  -0.12
N 1.567 1.061 -5.654  -0.08
C 0.512 2.069 -5.748  -0.13
N -0.656 1.638 -4.960  -0.08
C -0.272 1.460 -3.582  -0.20
C -1.128 0.355 -5.512  -0.14
H 2.754 0.141 -4.226  0.12
H 2.331 1.844 -3.910  0.07
H -0.576 -1.166 -3.471  0.12
H 1.084 -1.596 -3.967  0.13
H 0.790 -0.077 -7.237  0.14
H 1.875 -0.961 -6.146  0.14
H 0.219 2.194 -6.788  0.14
H 0.882 3.022 -5.366  0.14
H -1.131 1.134 -2.998  0.09
H 0.093 2.410 -3.180  0.11
H -1.396 0.496 -6.557  0.14
H -2.005 0.016 -4.956  0.13
N -5.421 3.264 -1.651  0.21
C -4.767 2.229 -0.757  -0.11
C -3.526 1.588 -1.403  -0.24
N -2.214 2.147 -1.068  0.02
H -6.178 3.749 -1.162  0.18
H -5.831 2.826 -2.480  0.18
H -4.757 3.970 -1.974  0.17
H -5.518 1.469 -0.551  0.14
H -4.508 2.718 0.180  0.12
H -3.640 1.619 -2.492  0.12
H -3.502 0.545 -1.098  0.10
H -2.000 1.974 -0.093  0.05
H -2.145 3.145 -1.238  0.08
C 6.228 0.348 -2.738  0.03
O 5.109 1.242 -2.412  -0.09
C 4.044 0.819 -1.866  -1.17
S 3.696 -0.803 -1.447  0.71
S 2.820 1.953 -1.490  0.72
H 6.796 0.862 -3.504  0.12
H 5.859 -0.611 -3.092  0.08
H 6.836 0.219 -1.847  0.12


DFT (ωB97M-V/def2-TZVPD) results for C6H13FINO3SZn as an isolated structure at a distorted geometry.

For the HOMO energy, the calculation gives -0.5873 hartree. The calculation puts the HOMO-LUMO gap at 2.52 eV. Its total energy is -84108.029 eV. The total charge is +2.

Each line ends with the Löwdin charge.
Geometry (Å):
O 0.064 2.992 1.613  -0.29
S 0.803 1.635 1.297  0.94
O 0.282 0.486 2.240  -0.34
F 2.470 1.937 1.732  -0.20
N 0.742 1.192 -0.388  -0.24
C -0.441 0.319 -0.735  -0.21
C -1.907 0.998 -0.382  -0.11
C -2.707 -0.090 0.579  -0.23
O -4.015 0.417 1.071  -0.06
C 2.053 0.664 -0.919  -0.19
C 2.665 -0.634 -0.131  -0.25
C 2.011 -2.078 -0.548  -0.55
I 0.973 -3.100 1.131  1.01
H -0.425 0.189 -1.921  0.16
H -0.428 -0.753 -0.267  0.07
H -1.840 2.074 0.074  0.15
H -2.546 1.058 -1.387  0.11
H -2.882 -1.050 -0.105  -0.01
H -2.066 -0.468 1.491  0.16
H -4.168 -0.048 1.966  0.16
H 2.834 1.535 -0.938  0.16
H 1.849 0.306 -2.039  0.16
H 3.817 -0.693 -0.437  0.15
H 2.651 -0.567 1.037  0.09
H 2.911 -2.805 -0.842  0.10
H 1.295 -2.052 -1.475  0.07
Zn -3.992 -1.463 -1.718  1.19